Record 1
The following is a quantum chemistry calculation of 2 unconnected molecules or ions with the total composition C12H18N6O4, from OMol25.

The geometry in ORCA input format:
```
! RIJCOSX wB97M-V def2-TZVPD def2/J DEFGRID3
* xyz 0 1
N -0.8802 -0.9591 2.5173
C 0.1146 -1.5099 1.5316
C 1.6159 -1.6140 1.8730
C 1.7616 -2.3157 3.2337
C 2.1626 -3.5821 3.6189
N 2.2178 -3.5546 4.9960
C 1.6538 -2.3769 5.3874
N 1.4166 -1.5984 4.3283
C -0.3510 -2.8652 1.2068
O 0.3665 -3.7484 0.8316
O -1.7352 -3.0518 1.2110
H -0.5439 -1.2474 3.4575
H -1.6841 -1.4319 2.3553
H 0.0489 -0.9674 0.5967
H 1.9547 -0.6036 1.9346
H 2.1556 -2.2340 1.0236
H 2.4056 -4.3956 3.0475
H 2.5070 -4.3038 5.5965
H 1.3236 -2.2105 6.3629
H -1.8937 -3.8697 0.8707
N -2.6654 3.6060 -1.8153
C -2.1829 3.2786 -3.1548
C -0.7548 3.8017 -3.3707
C 0.3019 2.9338 -2.6839
C 1.1617 2.0281 -3.2308
N 1.6429 1.2220 -2.2305
C 1.0378 1.6398 -1.0840
N 0.2132 2.6369 -1.3023
C -2.3464 1.8270 -3.6028
O -2.8812 0.9797 -2.9179
O -1.7951 1.5048 -4.7944
H -3.3683 2.9490 -1.5644
H -1.9071 3.4246 -1.1644
H -2.8219 3.7907 -3.8788
H -0.5740 3.8312 -4.4639
H -0.7092 4.8882 -2.9706
H 1.3825 1.8288 -4.3050
H 2.3894 0.5614 -2.3186
H 1.2565 1.1946 -0.1443
H -1.9962 0.5132 -4.9835
*
```

Properties
- Gap between HOMO and LUMO: 9.309 eV
- Electronic energy: -29866.5502 eV
- Max |F|: 5.15 eV/A
- Energy relative to the best compared isomer or geometry (same formula, charge and spin): 1.8657 eV
- SMILES: N[C@@H](Cc1c[nH]cn1)C(=O)O.N[C@@H](Cc1c[nH]cn1)C(=O)O

Record 2
The following is a quantum chemistry calculation of a molecular structure, CH5O2Tl, from OMol25.

The geometry in ORCA input format:
```
! RIJCOSX wB97M-V def2-TZVPD def2/J DEFGRID3
* xyz 0 1
C -0.6210 -0.3719 -0.5821
H -1.5418 0.2234 -0.4877
H 0.1770 -0.2087 -1.3272
H -1.0581 -1.2902 -1.0107
O 0.3168 1.3669 0.6700
Tl 1.6700 2.5062 0.0115
H 0.4702 0.4021 1.1743
O -0.0745 -1.0268 0.8892
H 0.6615 -1.6008 0.6626
*
```

Properties
- Gap between HOMO and LUMO: 8.530 eV
- Electronic energy: -9902.9848 eV
- Max |F|: 6.50 eV/A
- Energy relative to the best compared isomer or geometry (same formula, charge and spin): 2.4500 eV

Record 3
The following is a quantum chemistry calculation of C3H10N2O in the gas phase, from OMol25.

The geometry in ORCA input format:
```
! RIJCOSX wB97M-V def2-TZVPD def2/J DEFGRID3
* xyz 0 1
N -1.0730 0.8093 1.5620
C -1.3812 -0.4170 0.8295
C -0.1629 -1.0574 0.1856
N 0.3943 -0.4109 -1.0069
C 1.4728 0.5385 -0.7592
O 2.2637 0.7023 -1.9156
H -0.6128 1.4893 0.9748
H -1.9239 1.1883 1.9481
H -1.7537 -1.1585 1.5322
H -2.1234 -0.2652 0.0297
H -0.3987 -2.0491 -0.0763
H 0.6179 -1.1633 0.9286
H -0.3440 0.1205 -1.4552
H 2.1105 0.1718 0.0403
H 1.0528 1.4609 -0.3283
H 1.8616 0.0405 -2.4892
*
```

Properties
- Gap between HOMO and LUMO: 10.340 eV
- Electronic energy: -8300.0970 eV
- Max |F|: 1.54 eV/A
- Energy relative to the best compared isomer or geometry (same formula, charge and spin): 1.4071 eV
- SMILES: NCCNCO

Record 4
The following is a quantum chemistry calculation of a molecular structure, C36H46CaCl2Sb, from OMol25.

The geometry in ORCA input format:
```
! RIJCOSX wB97M-V def2-TZVPD def2/J DEFGRID3
* xyz 1 1
Ca 0.5895 1.0289 -0.1915
C 3.0146 1.4719 -0.1681
C 2.4616 2.0291 -1.3550
C 2.0996 0.9094 -2.2006
C 2.4574 -0.2604 -1.4825
C 3.0257 0.0667 -0.2402
C 3.7018 -0.8393 0.7732
C 3.1334 -0.5896 2.1730
C 3.5704 -2.3186 0.4152
C 5.2025 -0.4971 0.7769
C 1.4848 0.7956 -3.6061
C 2.6158 0.9081 -4.6437
C 0.3908 1.8074 -3.9456
C 0.8340 -0.5872 -3.7806
C 2.3390 3.5468 -1.5282
C 0.8736 4.0011 -1.3601
C 2.9401 4.0122 -2.8619
C 3.1244 4.2803 -0.4330
H 3.4314 2.0420 0.6493
H 2.3381 -1.2663 -1.8573
H 2.0638 -0.8317 2.2201
H 3.2582 0.4522 2.4735
H 3.6381 -1.2105 2.9157
H 2.5369 -2.6581 0.3609
H 4.0789 -2.9242 1.1672
H 4.0436 -2.5271 -0.5464
H 5.3673 0.5420 1.0652
H 5.6289 -0.6428 -0.2163
H 5.7412 -1.1363 1.4797
H 3.0499 1.9062 -4.6479
H 2.2405 0.6955 -5.6475
H 3.4107 0.1964 -4.4177
H 0.7097 2.8426 -3.8943
H -0.4762 1.6871 -3.2871
H 0.0380 1.6238 -4.9628
H 1.5653 -1.3951 -3.7688
H 0.3183 -0.6322 -4.7408
H 0.0932 -0.7912 -2.9988
H 0.1539 3.3752 -1.8846
H 0.7076 5.0194 -1.7217
H 0.6023 4.0242 -0.2943
H 2.3632 3.7123 -3.7323
H 3.9449 3.6020 -2.9739
H 3.0135 5.1016 -2.8788
H 2.7869 4.0194 0.5726
H 2.9753 5.3547 -0.5518
H 4.1937 4.0761 -0.4990
Cl -0.8806 -0.1411 2.2316
C -0.8494 -1.7859 1.5647
Cl -0.0368 -1.7567 -0.0249
H -1.8658 -2.1344 1.4292
H -0.2744 -2.4295 2.2194
C -2.9151 5.8380 -3.7025
C -2.8569 6.0016 -2.3261
C -2.7818 4.8914 -1.4952
C -2.7599 3.6120 -2.0413
C -2.8256 3.4524 -3.4237
C -2.9053 4.5627 -4.2514
Sb -2.5046 1.9132 -0.8100
C -4.1425 0.7124 -1.3703
C -5.3109 1.2615 -1.8916
C -6.3788 0.4399 -2.2221
C -6.2844 -0.9323 -2.0369
C -5.1194 -1.4882 -1.5272
C -4.0511 -0.6667 -1.1987
C -3.1281 2.7337 1.0412
C -2.1539 3.1286 1.9536
C -2.4988 3.7079 3.1676
C -3.8377 3.8928 3.4792
C -4.8197 3.5035 2.5781
C -4.4676 2.9306 1.3647
H -2.9739 6.7040 -4.3485
H -2.8773 6.9946 -1.8961
H -2.7445 5.0317 -0.4209
H -2.8251 2.4632 -3.8691
H -2.9630 4.4325 -5.3242
H -5.3865 2.3315 -2.0507
H -7.2844 0.8707 -2.6285
H -7.1177 -1.5711 -2.2977
H -5.0423 -2.5596 -1.3956
H -3.1345 -1.1076 -0.8173
H -1.0953 3.0079 1.7269
H -1.7287 4.0158 3.8627
H -4.1181 4.3420 4.4225
H -5.8644 3.6468 2.8212
H -5.2453 2.6269 0.6735
*
```

Properties
- Gap between HOMO and LUMO: 7.952 eV
- Electronic energy: -88095.5705 eV
- Max |F|: 0.76 eV/A
- Energy relative to the best compared isomer or geometry (same formula, charge and spin): 0.0469 eV

Record 5
The following is a quantum chemistry calculation of C8H8F2IN in the gas phase, from OMol25.

The geometry in ORCA input format:
```
! RIJCOSX wB97M-V def2-TZVPD def2/J DEFGRID3
* xyz 0 1
C 1.5920 -1.3666 -0.3884
C 0.5831 -0.1935 -0.1138
C 0.9075 1.1327 0.0007
C -0.0774 2.0756 0.3340
C -1.3926 1.7490 0.4532
C -1.7238 0.4145 0.3641
N -2.9934 -0.0579 0.5839
C -4.1757 0.5973 -0.2176
F -4.3643 1.8570 0.1145
F -3.9058 0.5070 -1.5061
I -6.0649 -0.4167 0.1016
C -0.7938 -0.5369 0.0909
H 1.2232 -2.3403 -0.4253
H 2.0256 -1.1820 -1.3329
H 2.3902 -1.2842 0.2658
H 2.0129 1.4949 -0.1030
H 0.1757 3.1630 0.3514
H -2.0118 2.5481 0.8867
H -2.9063 -1.0032 0.3493
H -0.8988 -1.7132 0.1243
*
```

Properties
- Gap between HOMO and LUMO: 8.745 eV
- Electronic energy: -23450.2634 eV
- Max |F|: 4.63 eV/A
- Energy relative to the best compared isomer or geometry (same formula, charge and spin): 0.0000 eV
- SMILES: Cc1cccc(NC(F)(F)I)c1

Record 6
The following is a quantum chemistry calculation of 5 unconnected molecules or ions with the total composition C4H18N2O5, from OMol25.

The geometry in ORCA input format:
```
! RIJCOSX wB97M-V def2-TZVPD def2/J DEFGRID3
* xyz 0 1
C -0.0016 -1.4341 -2.7065
C 0.9362 -0.6860 -1.6694
C 1.2322 -1.7940 -0.6324
N 0.2986 0.5413 -1.1265
C -0.5721 0.4218 -0.0775
N -1.3585 1.5158 0.2616
O -0.8521 -0.5813 0.4581
H 0.4183 -2.2240 -3.3392
H -1.0098 -1.6539 -2.2076
H -0.3233 -0.8678 -3.5659
H 1.6921 -0.3157 -2.1835
H 1.7886 -1.2803 0.2298
H 1.9924 -2.5772 -1.0178
H 0.3146 -2.4026 -0.3782
H 0.5323 1.5722 -1.5049
H -1.2477 2.3526 -0.4130
H -2.0410 1.5398 1.0613
O 0.2652 3.0213 -1.3499
H 1.1275 3.0236 -0.8739
H 0.0951 3.5342 -2.1592
O 2.4191 1.1657 1.9983
H 1.9357 0.3873 1.6676
H 2.0904 1.3496 2.8729
O -2.2677 -2.1328 2.8855
H -2.4849 -1.2627 2.7043
H -1.8928 -2.3527 1.9669
O -0.9997 0.6818 2.8399
H -0.7602 -0.1687 2.4862
H -1.3273 0.6267 3.7732
*
```

Properties
- Gap between HOMO and LUMO: 8.966 eV
- Electronic energy: -17656.2797 eV
- Max |F|: 6.10 eV/A
- Energy relative to the best compared isomer or geometry (same formula, charge and spin): 3.0878 eV
- SMILES: CC(C)NC(N)=O.O.O.O.O

HOMO? In order: -0.3246; -0.3030; -0.3439; -0.3844; -0.3165; -0.3258 hartree.